A | This record from the Open Molecules 2025 dataset describes a 2-piece molecular cluster, C4H13NS overall. The level of theory is wB97M-V/def2-TZVPD.

Properties
SMILES = CNC.CSC
orbital gap = 0.345 hartree
highest occupied orbital energy = -8.4 eV

```
! wB97M-V def2-TZVPD RIJCOSX def2/J DEFGRID3
* xyz 0 1
C 1.585 2.754 2.320
N 1.133 1.590 1.593
C -0.016 1.909 0.735
H 0.978 3.208 3.127
H 2.544 2.588 2.813
H 1.835 3.652 1.737
H 0.870 0.932 2.314
H 0.348 2.616 -0.006
H -0.916 2.343 1.180
H -0.347 0.957 0.311
C -0.186 -2.520 -0.561
S -1.846 -2.867 -1.216
C -1.631 -2.467 -2.982
H 0.124 -3.260 0.175
H -0.115 -1.523 -0.137
H 0.550 -2.631 -1.358
H -2.507 -1.874 -3.234
H -0.676 -2.023 -3.236
H -1.727 -3.380 -3.575
*
```

Atomic partial charges in e from the Mulliken method, atoms 1 to 5: -0.908, -0.335, -0.599, 0.305, 0.323

=====

B | This record from the Open Molecules 2025 dataset describes a 2-piece molecular cluster, C4H13NS overall. The level of theory is wB97M-V/def2-TZVPD.

Properties
SMILES = CCN.CSC
orbital gap = 0.351 hartree
highest occupied orbital energy = -8.7 eV

```
! wB97M-V def2-TZVPD RIJCOSX def2/J DEFGRID3
* xyz 0 1
C -1.795 1.577 0.800
C -1.642 1.006 -0.600
N -1.957 -0.429 -0.658
H -0.955 1.339 1.448
H -2.060 2.637 0.784
H -2.724 1.199 1.180
H -2.345 1.474 -1.282
H -0.643 1.163 -1.006
H -2.332 -0.759 0.222
H -1.129 -0.989 -0.818
C 2.121 0.196 -0.789
S 1.737 -0.197 0.924
C 1.828 -2.006 0.793
H 2.193 1.271 -0.898
H 1.309 -0.167 -1.427
H 3.035 -0.293 -1.125
H 1.548 -2.381 1.778
H 0.992 -2.378 0.199
H 2.818 -2.262 0.476
*
```

Atomic partial charges in e from the Mulliken method, atoms 1 to 5: -1.061, -0.018, -0.635, 0.244, 0.335

=====

C | This record from the Open Molecules 2025 dataset describes a 2-piece molecular cluster, C4H13NS overall. The level of theory is wB97M-V/def2-TZVPD.

Properties
SMILES = CCN.CCS
orbital gap = 0.365 hartree
highest occupied orbital energy = -9.0 eV

```
! wB97M-V def2-TZVPD RIJCOSX def2/J DEFGRID3
* xyz 0 1
C 1.491 -1.926 -1.039
C 0.694 -3.071 -1.676
N -0.604 -3.223 -1.013
H 1.700 -2.092 0.007
H 2.450 -1.653 -1.477
H 0.804 -1.074 -1.034
H 0.711 -2.903 -2.755
H 1.270 -3.978 -1.477
H -0.692 -4.168 -0.672
H -1.350 -3.016 -1.661
C 0.888 2.478 2.012
C -0.422 1.761 1.660
S -1.103 2.136 0.029
H 0.910 3.284 1.279
H 1.760 1.925 1.655
H 0.987 2.633 3.075
H -1.223 2.220 2.247
H -0.424 0.685 1.835
H -0.091 1.715 -0.740
*
```

Atomic partial charges in e from the Mulliken method, atoms 1 to 5: -1.008, -0.222, -0.542, 0.293, 0.351

=====

D | This record from the Open Molecules 2025 dataset describes a 2-piece molecular cluster, C4H13NS overall. The level of theory is wB97M-V/def2-TZVPD.

Properties
SMILES = CNC.CSC
orbital gap = 0.340 hartree
highest occupied orbital energy = -8.4 eV

```
! wB97M-V def2-TZVPD RIJCOSX def2/J DEFGRID3
* xyz 0 1
C 2.740 -1.185 -2.192
N 2.445 -2.606 -1.938
C 1.017 -2.855 -2.147
H 1.825 -0.617 -2.320
H 3.256 -1.131 -3.154
H 3.355 -0.752 -1.414
H 2.908 -3.124 -2.670
H 0.561 -3.825 -1.951
H 0.472 -2.093 -1.586
H 0.697 -2.656 -3.188
C -2.972 1.785 1.490
S -2.519 3.403 2.298
C -1.328 2.824 3.504
H -4.059 1.737 1.512
H -2.762 2.021 0.452
H -2.524 0.958 2.021
H -1.688 2.684 4.525
H -0.545 3.555 3.561
H -0.880 1.879 3.198
*
```

Atomic partial charges in e from the Mulliken method, atoms 1 to 5: -0.721, -0.388, -0.872, 0.277, 0.281

=====

Stability summary: most stable B, least stable D.

=====

A | This record from the Open Molecules 2025 dataset describes a 2-piece molecular cluster, C4H13NS overall. The level of theory is wB97M-V/def2-TZVPD.

Properties
SMILES = CCN.CSC
orbital gap = 0.347 hartree
highest occupied orbital energy = -8.5 eV

```
! wB97M-V def2-TZVPD RIJCOSX def2/J DEFGRID3
* xyz 0 1
C 1.099 -1.580 -3.381
C 0.883 -0.841 -2.055
N -0.544 -0.798 -1.679
H 1.984 -2.213 -3.305
H 0.286 -2.273 -3.574
H 1.249 -0.884 -4.202
H 1.473 -1.270 -1.241
H 1.205 0.172 -2.164
H -1.099 -1.431 -2.233
H -0.742 -0.958 -0.704
C 0.158 1.783 3.729
S -1.603 1.530 3.442
C -1.494 0.880 1.770
H 0.252 2.408 4.612
H 0.589 2.345 2.909
H 0.711 0.849 3.813
H -0.818 0.024 1.744
H -2.494 0.632 1.440
H -1.097 1.627 1.079
*
```

Atomic partial charges in e from the Mulliken method, atoms 1 to 5: -0.950, -0.186, -0.537, 0.268, 0.335

=====

B | This record from the Open Molecules 2025 dataset describes a 2-piece molecular cluster, C4H13NS overall. The level of theory is wB97M-V/def2-TZVPD.

Properties
SMILES = CCN.CCS
orbital gap = 0.365 hartree
highest occupied orbital energy = -9.0 eV

```
! wB97M-V def2-TZVPD RIJCOSX def2/J DEFGRID3
* xyz 0 1
C 1.738 -1.431 -2.232
C 1.219 -1.021 -0.855
N 0.155 -1.933 -0.418
H 2.368 -0.677 -2.754
H 2.275 -2.380 -2.132
H 0.939 -1.784 -2.924
H 2.046 -0.806 -0.167
H 0.643 -0.102 -1.002
H -0.347 -1.530 0.365
H 0.411 -2.863 -0.110
C -1.795 1.719 2.221
C -0.625 1.623 1.212
S -1.245 2.154 -0.436
H -2.373 0.806 2.367
H -2.461 2.542 1.971
H -1.286 1.831 3.195
H -0.306 0.583 1.317
H 0.204 2.282 1.410
H -1.559 0.985 -1.028
*
```

Atomic partial charges in e from the Mulliken method, atoms 1 to 5: -1.175, 0.149, -0.546, 0.304, 0.295

=====

Stability summary: most stable A, least stable B.

=====

A | This record from the Open Molecules 2025 dataset describes a 6-piece molecular cluster, C6H23NO6 overall. The level of theory is wB97M-V/def2-TZVPD.

Properties
SMILES = CCCN[C@H](C)C=O.O.O.O.O.O
orbital gap = 0.380 hartree
highest occupied orbital energy = -9.9 eV

```
! wB97M-V def2-TZVPD RIJCOSX def2/J DEFGRID3
* xyz 0 1
C 2.064 -1.517 0.582
C 1.250 -2.522 -0.314
C -0.238 -2.237 -0.500
N -0.470 -0.806 -0.650
C -1.933 -0.534 -0.645
C -2.347 0.169 -1.928
C -2.333 0.156 0.665
O -1.749 -0.018 1.704
H 1.455 -0.812 1.150
H 2.474 -0.704 -0.044
H 2.790 -1.986 1.235
H 1.828 -2.748 -1.228
H 1.394 -3.405 0.312
H -0.536 -2.674 -1.458
H -0.732 -2.746 0.329
H -0.059 -0.136 0.005
H -2.433 -1.490 -0.510
H -1.475 0.623 -2.415
H -3.139 0.910 -1.840
H -2.704 -0.618 -2.610
H -3.226 0.818 0.738
O 0.260 -2.451 2.819
H -0.433 -2.527 2.150
H 0.503 -1.521 2.786
O 2.112 2.519 -1.542
H 3.066 2.355 -1.455
H 1.691 1.758 -2.014
O 1.245 0.235 -2.474
H 2.018 -0.300 -2.259
H 0.492 -0.257 -2.021
O 0.626 2.091 2.261
H 0.887 2.579 1.470
H -0.148 2.497 2.651
O 0.057 3.609 0.100
H 0.896 3.291 -0.281
H -0.507 3.654 -0.675
*
```

Atomic partial charges in e from the Mulliken method, atoms 1 to 5: -0.740, -0.447, -0.935, 0.155, 0.387

=====

B | This record from the Open Molecules 2025 dataset describes a 6-piece molecular cluster, C6H23NO6 overall. The level of theory is wB97M-V/def2-TZVPD.

Properties
SMILES = CCNCCCC=O.O.O.O.O.O
orbital gap = 0.306 hartree
highest occupied orbital energy = -8.3 eV

```
! wB97M-V def2-TZVPD RIJCOSX def2/J DEFGRID3
* xyz 0 1
C -1.262 -1.887 -2.170
C -0.801 -2.543 -0.916
N -0.295 -1.699 0.162
C -1.177 -0.522 0.487
C -0.604 0.880 -0.067
C 0.235 1.665 1.095
C 0.439 3.090 0.635
O 1.540 3.592 0.578
H -1.596 -0.809 -1.981
H -2.001 -2.527 -2.649
H -0.476 -1.745 -2.911
H -1.618 -3.212 -0.662
H 0.219 -2.955 -1.268
H 0.686 -1.490 0.291
H -2.095 -0.903 -0.019
H -1.223 -0.335 1.580
H -1.339 1.562 -0.378
H 0.123 0.685 -0.909
H 1.099 1.012 1.069
H -0.295 1.640 1.997
H -0.504 3.663 0.480
O -1.044 1.974 -2.926
H -1.770 2.613 -2.934
H -0.343 2.530 -3.328
O -0.432 -0.441 -4.020
H -0.196 0.418 -3.752
H -1.244 -0.232 -4.360
O -1.295 -3.714 2.695
H -1.755 -2.926 2.555
H -1.304 -4.108 1.843
O 1.656 -1.170 3.495
H 1.449 -1.919 2.929
H 1.170 -1.282 4.295
O 3.068 1.492 1.429
H 3.615 2.058 0.858
H 2.539 2.207 1.726
*
```

Atomic partial charges in e from the Mulliken method, atoms 1 to 5: -0.942, -0.389, -0.048, -0.984, -0.764

=====

Stability summary: most stable A, least stable B.

=====

A | This record from the Open Molecules 2025 dataset describes a single C24H28N2O5S molecule. The level of theory is wB97M-V/def2-TZVPD.

Properties
SMILES = CCOC(Cn1c(SCc2cc(C(C)=O)ccc2OC)nc2ccccc2c1=O)OCC
orbital gap = 0.320 hartree
highest occupied orbital energy = -8.3 eV

```
! wB97M-V def2-TZVPD RIJCOSX def2/J DEFGRID3
* xyz 0 1
C -0.373 -3.833 1.033
C 1.147 -3.956 1.095
O 1.781 -2.841 1.711
C 1.841 -1.687 0.924
C 2.299 -0.552 1.872
N 2.188 0.731 1.219
C 0.987 1.361 1.093
S -0.355 0.696 2.019
C -1.714 1.781 1.474
C -2.716 1.074 0.616
C -2.375 0.012 -0.191
C -3.312 -0.645 -0.991
C -2.843 -1.798 -1.792
C -3.824 -2.409 -2.763
O -1.719 -2.235 -1.667
C -4.629 -0.196 -0.969
C -4.992 0.872 -0.171
C -4.052 1.518 0.626
O -4.324 2.573 1.435
C -5.647 3.052 1.513
N 0.775 2.422 0.401
C 1.819 2.983 -0.280
C 1.595 4.112 -1.076
C 2.647 4.697 -1.741
C 3.938 4.180 -1.631
C 4.173 3.069 -0.853
C 3.117 2.459 -0.173
C 3.347 1.273 0.641
O 4.431 0.764 0.840
O 2.634 -1.826 -0.211
C 3.984 -2.243 0.002
C 4.473 -2.938 -1.258
H -0.756 -3.489 1.991
H -0.684 -3.141 0.254
H -0.800 -4.806 0.809
H 1.433 -4.802 1.726
H 1.554 -4.105 0.088
H 0.848 -1.437 0.515
H 1.683 -0.582 2.772
H 3.346 -0.703 2.139
H -1.219 2.591 0.930
H -2.192 2.174 2.370
H -1.355 -0.343 -0.217
H -4.659 -2.845 -2.218
H -4.206 -1.651 -3.442
H -3.324 -3.189 -3.331
H -5.388 -0.677 -1.565
H -6.021 1.196 -0.173
H -6.332 2.281 1.880
H -5.617 3.876 2.224
H -5.997 3.422 0.545
H 0.592 4.502 -1.151
H 2.474 5.568 -2.355
H 4.752 4.654 -2.158
H 5.160 2.645 -0.751
H 4.022 -2.925 0.859
H 4.608 -1.365 0.213
H 4.394 -2.262 -2.104
H 5.511 -3.235 -1.133
H 3.872 -3.821 -1.464
*
```

Atomic partial charges in e from the Mulliken method, atoms 1 to 5: -0.891, -0.116, -0.432, 1.972, -2.565

=====

B | This record from the Open Molecules 2025 dataset describes a single C24H28N2O5S molecule. The level of theory is wB97M-V/def2-TZVPD.

Properties
SMILES = COc1ccc([C@H]2CC(c3cccs3)=NN2C(=O)COC(=O)C2CCCCC2)cc1OC
orbital gap = 0.296 hartree
highest occupied orbital energy = -7.9 eV

```
! wB97M-V def2-TZVPD RIJCOSX def2/J DEFGRID3
* xyz 0 1
C 5.349 2.873 -3.048
O 4.309 2.041 -3.496
C 3.697 1.228 -2.593
C 4.025 1.133 -1.252
C 3.336 0.266 -0.414
C 2.319 -0.527 -0.912
C 1.555 -1.452 -0.002
C 2.443 -2.353 0.869
C 2.177 -1.799 2.254
C 2.843 -2.251 3.428
C 3.804 -3.228 3.533
C 4.243 -3.422 4.853
C 3.619 -2.596 5.738
S 2.478 -1.562 4.981
N 1.281 -0.878 2.267
N 0.835 -0.657 1.016
C -0.188 0.174 0.714
O -0.587 0.332 -0.419
C -0.789 0.880 1.928
O -2.069 1.384 1.599
C -2.986 0.450 1.294
O -2.795 -0.730 1.428
C -4.244 1.083 0.754
C -4.174 0.990 -0.778
C -5.431 1.586 -1.402
C -6.674 0.866 -0.887
C -6.746 0.953 0.634
C -5.491 0.364 1.268
C 1.975 -0.431 -2.257
C 2.642 0.437 -3.102
O 2.367 0.605 -4.422
C 1.257 -0.072 -4.961
H 5.004 3.577 -2.285
H 5.680 3.427 -3.925
H 6.189 2.292 -2.652
H 4.815 1.737 -0.837
H 3.600 0.227 0.632
H 0.813 -2.013 -0.578
H 2.151 -3.402 0.818
H 3.496 -2.271 0.599
H 4.176 -3.783 2.691
H 4.990 -4.142 5.134
H 3.765 -2.535 6.798
H -0.845 0.178 2.766
H -0.175 1.740 2.201
H -4.256 2.135 1.051
H -4.083 -0.061 -1.059
H -3.283 1.509 -1.135
H -5.374 1.502 -2.489
H -5.495 2.647 -1.150
H -7.570 1.307 -1.328
H -6.633 -0.184 -1.187
H -7.626 0.418 0.997
H -6.845 2.000 0.932
H -5.544 0.451 2.356
H -5.408 -0.696 1.022
H 1.161 -1.034 -2.624
H 1.404 -1.157 -4.951
H 0.337 0.176 -4.423
H 1.179 0.269 -5.992
*
```

Atomic partial charges in e from the Mulliken method, atoms 1 to 5: -0.931, -0.442, 1.201, -0.841, -1.058

=====

Stability summary: most stable A, least stable B.